(a)
A cluster of 2 separate species, C3H5IS in total, computed with the ωB97M-V functional and the def2-TZVPD basis.

Kohn-Sham gap: 0.3020 hartree
E_LUMO: -0.02 eV

Last column: Mulliken charge in e.
Element x y z (Å)
C (1.30, -0.61, 0.02)  -0.265
C (1.21, -1.86, -0.32)  -0.343
C (-0.76, 0.30, 0.36)  -0.572
S (-0.84, 1.33, -0.97)  -0.130
I (2.88, -2.82, -1.14)  0.015
H (2.06, 0.19, 0.06)  0.311
H (0.17, -2.30, -0.30)  0.272
H (-1.11, -0.72, 0.10)  0.265
H (-0.74, 0.61, 1.46)  0.319
H (0.31, 1.97, -0.52)  0.126

---

(b)
The molecule C3H5IS, computed with the ωB97M-V functional and the def2-TZVPD basis.

Kohn-Sham gap (alpha / beta): 0.2814 / 0.2794 hartree
E_LUMO (alpha / beta): 0.32 / 0.31 eV

Last column: Mulliken charge in e.
Element x y z (Å)
C (-0.08, -0.83, 0.34)  -0.538
C (-0.45, 0.62, 0.70)  -0.139
C (0.88, -0.25, -0.70)  -0.547
S (-1.63, 1.52, -0.06)  -0.137
I (2.91, 0.08, 0.04)  -0.021
H (0.42, -1.61, 0.94)  0.336
H (-1.01, -1.37, -0.04)  0.234
H (-0.09, 1.16, 1.62)  0.283
H (0.73, -0.04, -1.77)  0.440
H (-1.67, 0.71, -1.07)  0.090

---

The winner here is (b), beating the second structure by 53.4 kJ/mol.

---

(a)
A cluster of 2 separate species, C11H17NO2S in total, computed with the ωB97M-V functional and the def2-TZVPD basis.

Kohn-Sham gap: 0.2835 hartree
E_LUMO: -0.08 eV
SMILES: CC(C)=CN[C@H](C)C1(C=S)CC1.O=C=O

Last column: Mulliken charge in e.
Element x y z (Å)
C (-2.43, 0.67, 1.64)  -1.740
C (-1.79, 1.40, 0.50)  1.514
C (-2.20, 2.82, 0.24)  -1.499
C (-1.18, 0.81, -0.56)  -1.034
N (-1.05, -0.55, -0.77)  -0.243
C (0.26, -1.12, -1.22)  -0.194
C (0.06, -2.54, -1.74)  -1.379
C (1.32, -1.07, -0.09)  1.537
C (2.70, -1.69, -0.24)  -0.898
S (4.08, -1.66, 0.61)  -0.244
C (0.69, -1.44, 1.27)  -0.885
C (1.22, -0.03, 0.99)  -0.518
H (-3.23, 0.09, 1.45)  0.413
H (-2.74, 1.35, 2.33)  0.564
H (-1.62, 0.11, 2.10)  0.326
H (-2.15, 3.03, -0.85)  0.371
H (-1.75, 3.60, 0.76)  0.355
H (-3.32, 2.90, 0.45)  0.324
H (-0.63, 1.28, -1.33)  0.290
H (-1.55, -1.05, -0.09)  0.347
H (0.59, -0.44, -2.06)  0.310
H (1.03, -3.01, -1.87)  0.335
H (-0.67, -2.65, -2.51)  0.415
H (-0.39, -3.02, -0.86)  0.363
H (2.80, -2.23, -1.12)  0.290
H (1.22, -1.98, 2.08)  0.312
H (-0.29, -1.90, 1.35)  0.262
H (0.45, 0.66, 0.78)  -0.142
H (2.10, 0.30, 1.52)  0.433
O (3.28, 2.28, 0.12)  -0.367
C (2.81, 2.46, -0.91)  0.761
O (2.38, 2.65, -1.94)  -0.375

---

(b)
A cluster of 2 separate species, C11H17NO2S in total, computed with the ωB97M-V functional and the def2-TZVPD basis.

Kohn-Sham gap: 0.3360 hartree
E_LUMO: 0.59 eV

Last column: Mulliken charge in e.
Element x y z (Å)
C (-0.41, 2.66, -1.10)  -0.702
C (-0.20, 0.53, -0.59)  1.099
C (-1.16, -0.46, -0.70)  -0.148
C (-2.70, -0.35, -0.83)  -0.474
C (-3.32, -0.66, 0.57)  -0.614
C (-0.59, -1.76, -0.85)  -0.392
C (0.90, -1.99, -0.84)  -1.149
C (1.66, -0.90, -0.68)  -0.083
C (3.90, -0.70, 1.01)  -0.714
C (1.13, 0.34, -0.50)  0.731
C (1.43, 1.97, 1.19)  -0.877
H (-0.74, 3.51, -0.61)  0.402
H (-0.79, 2.79, -2.20)  0.262
H (0.74, 2.55, -1.30)  0.226
H (-2.80, 0.80, -0.95)  0.205
H (-2.94, -0.97, -1.91)  0.258
H (-2.82, 0.05, 1.12)  0.407
H (-4.41, -0.75, 0.73)  0.405
H (-1.57, -1.98, 0.60)  0.363
H (-3.07, -2.71, 0.75)  0.314
H (-1.40, -2.70, -0.70)  0.199
H (1.16, -3.02, -0.83)  0.491
H (3.99, 0.35, 1.01)  0.205
H (3.25, -1.27, 1.70)  0.260
H (4.93, -1.25, 1.00)  0.321
H (0.41, 2.16, 0.98)  0.507
H (1.44, 1.16, 2.00)  0.286
H (2.13, 2.72, 1.65)  0.231
N (-2.79, -1.85, 1.27)  -0.815
O (-0.83, 1.67, -0.29)  -0.612
O (2.02, 1.29, -0.02)  -0.526
S (3.44, -1.23, -0.70)  -0.065

---

The winner here is (a), beating the second structure by 430.1 kJ/mol.

---

(a)
A cluster of 2 separate species, C2H6IN2O in total, computed with the ωB97M-V functional and the def2-TZVPD basis.

Kohn-Sham gap: 0.3099 hartree
net charge: +1
E_LUMO: -4.81 eV

Last column: Mulliken charge in e.
Element x y z (Å)
C (1.36, 0.79, -0.77)  -0.107
C (-1.19, -1.73, 0.92)  -0.279
N (-0.52, -0.90, 0.34)  -0.184
N (1.74, 1.65, 0.06)  -0.199
O (-1.11, -0.10, -0.64)  -0.298
I (-3.35, -1.94, 0.65)  0.043
H (0.50, 0.92, -1.32)  0.288
H (1.81, -0.15, -1.06)  0.341
H (-0.74, -2.27, 1.68)  0.505
H (1.06, 2.53, 0.20)  0.368
H (2.47, 1.61, 0.76)  0.287
H (-2.05, -0.41, -0.82)  0.235

---

(b)
A cluster of 2 separate species, C2H6IN2O in total, computed with the ωB97M-V functional and the def2-TZVPD basis.

Kohn-Sham gap (alpha / beta): 0.2682 / 0.2739 hartree
net charge: +1
E_LUMO (alpha / beta): -6.20 / -6.12 eV

Last column: Mulliken charge in e.
Element x y z (Å)
C (-0.30, -0.24, 0.07)  0.109
C (2.06, 1.20, 0.13)  -0.586
N (-0.07, -1.52, 0.13)  -0.284
N (-1.44, 0.35, -0.14)  0.060
O (-2.64, -0.38, -0.18)  -0.429
I (3.22, -0.37, -0.32)  0.409
H (1.80, 1.94, -0.61)  0.377
H (2.16, 1.59, 1.12)  0.357
H (0.96, -1.77, 0.37)  0.118
H (-0.67, -2.33, -0.16)  0.262
H (-1.64, 1.32, -0.12)  0.254
H (-3.44, 0.21, -0.28)  0.353

---

The winner here is (a), beating the second structure by 190.6 kJ/mol.